Below is a 2-piece molecular cluster, C2H7NO2 overall, with properties calculated with ωB97M-V/def2-TZVPD.

Structure (XYZ):
```
12
Properties=species:S:1:pos:R:3:forces:R:3:nbo_charge:R:1
O -1.43310 -6.07058 -2.57331 0.10 -0.31 0.22 -0.4884
C -2.03136 -5.06562 -2.81547 -0.24 0.06 -0.61 0.2793
H -1.55678 -4.08017 -2.73848 0.05 0.26 0.18 0.1064
H -3.06823 -5.08135 -3.21389 0.09 0.00 0.21 0.1028
N 1.20169 3.41034 1.87182 -0.17 -0.25 -0.02 -0.8499
C 0.83134 2.07164 1.44486 0.46 0.08 -0.14 0.0952
O 1.18372 1.86014 0.09720 -0.13 -0.02 -0.06 -0.7205
H 1.15298 3.46322 2.88186 0.10 0.10 0.02 0.3599
H 0.53505 4.07436 1.49914 0.03 0.14 -0.01 0.3576
H 1.33374 1.35806 2.10273 0.06 -0.02 0.05 0.1420
H -0.22914 1.87743 1.47434 -0.50 -0.10 0.07 0.1460
H 2.08008 2.18254 -0.03080 0.14 0.07 0.09 0.4698
```
Positions in Å, forces in eV/Å.

Output
- Largest force on an atom: 0.013 Eh/bohr
- Frontier orbital gap: 10.92 eV
- Multiplicity: 1
- HOMO: -10.0 eV
- Relative energy (zero: lowest compared OMol25 entry of this formula, charge and spin): 212.04 kJ/mol
- LUMO level: 0.964 eV

=====

Below is a 4-piece molecular cluster, C42H73ClNO13PS overall in a non-equilibrium geometry, with properties calculated with ωB97M-V/def2-TZVPD.

Structure (XYZ):
```
132
Properties=species:S:1:pos:R:3:forces:R:3:mulliken_charge:R:1
C 0.92123 -1.97857 4.79711 0.13 0.11 -0.09 -0.6862
O 0.56444 -2.77568 3.69020 -0.26 0.05 -0.13 -0.3779
C 0.89699 -2.16704 2.44958 0.19 -0.24 0.48 -0.2719
C 0.57011 -3.12092 1.30873 0.34 0.30 -0.44 -0.3582
C -0.47298 -2.60070 0.32699 -0.56 0.21 0.72 -0.8605
C -0.13822 -1.21057 -0.22059 0.38 -0.93 -0.40 0.2758
C -0.83628 -0.92960 -1.53179 -0.84 0.72 0.10 -0.4901
C -0.51704 0.45800 -2.14560 0.23 -0.67 0.46 -1.4368
C -0.99716 1.50970 -1.20660 0.45 0.05 -0.09 0.9903
C -0.23174 2.23052 -0.37887 -0.20 -0.38 -0.09 1.2352
C 1.25446 2.19112 -0.26656 0.25 0.30 -0.45 -1.5975
C 1.98416 3.21146 -1.20189 0.03 -0.27 0.98 -0.7369
C 2.77940 4.19663 -0.33520 0.01 -0.68 -0.48 -0.8818
C 3.98413 3.48640 0.26709 0.22 0.53 0.08 -0.2052
N 4.91425 4.49779 0.79545 -0.15 -0.18 0.31 -0.6237
C -0.92908 3.18296 0.51039 -0.26 -0.16 -0.10 -0.6253
O -0.45037 4.25272 0.80068 0.24 0.40 0.29 -0.5633
C -2.25060 2.71893 1.03391 -0.72 -0.01 0.68 0.5917
C -2.65885 2.97261 2.35753 -0.04 -0.31 -1.01 -0.1401
C -1.75025 3.68930 3.31880 -0.33 0.01 0.39 -1.4199
C -2.14669 5.14388 3.60429 0.48 0.20 0.52 -0.7191
C -1.66021 5.58044 4.99380 -0.13 -0.54 -0.15 -0.6418
C -0.14969 5.51635 5.15417 0.05 0.46 0.26 -0.4470
O 0.21099 5.04342 6.46646 -0.20 0.35 -0.53 -0.4139
C 0.74852 3.83092 6.52707 0.25 -0.26 -0.22 0.2468
O 1.14432 3.36172 7.53746 0.27 -0.42 1.13 -0.4768
C -3.91758 2.47231 2.76790 0.13 0.06 -0.14 0.8495
C -4.32143 2.67441 4.21937 0.25 -0.76 -0.23 -1.1825
C -4.17577 1.36138 5.04304 -0.35 0.26 -0.20 -0.6851
O -3.05308 1.38907 5.89742 0.15 0.03 0.00 -0.5305
C -4.73616 1.74355 1.87253 0.41 0.53 -0.24 0.6920
P -6.30215 1.01422 2.47751 0.04 -1.20 -0.01 0.2340
S -6.37805 -0.94023 2.41856 0.04 0.20 -0.06 -0.4146
C -4.32325 1.51497 0.52705 0.32 0.44 0.60 0.3451
C -5.18375 0.74328 -0.44359 0.07 -0.14 -0.36 -1.3903
C -6.37137 1.52656 -0.94196 0.65 0.24 -0.30 0.5045
O -7.45662 1.45524 -0.50131 -1.19 -0.15 0.52 -0.4410
Cl -6.08120 2.63584 -2.29129 0.20 0.07 -0.07 -0.1673
C -3.06084 1.99806 0.14766 -0.43 0.00 0.14 0.5797
C -2.46386 1.73433 -1.20331 0.06 0.11 0.61 -1.0676
O -3.10067 1.68126 -2.22239 -0.29 -0.19 -0.50 -0.5968
H 1.03162 -0.92627 4.52649 -0.06 0.10 -0.09 0.2802
H 1.87339 -2.30881 5.21201 0.11 -0.06 0.12 0.2504
H 0.14708 -2.03704 5.55416 -0.10 -0.17 0.13 0.2659
H 1.96754 -1.94011 2.45622 0.12 0.09 -0.04 0.2809
H 0.37121 -1.21171 2.38219 -0.15 0.09 -0.11 0.2084
H 0.28169 -4.07610 1.73300 -0.09 -0.15 0.06 0.3750
H 1.48704 -3.28939 0.74459 0.12 -0.21 -0.04 0.1850
H -0.65333 -3.31545 -0.47144 0.18 -0.11 -0.20 0.2386
H -1.41946 -2.52447 0.87074 -0.18 -0.03 -0.08 0.3193
H 0.94202 -1.17970 -0.38613 0.17 0.24 0.07 0.1305
H -0.41190 -0.48343 0.53261 0.12 0.40 0.05 -0.0634
H -0.68021 -1.72631 -2.25220 0.25 -0.10 -0.10 0.4172
H -1.91441 -0.92551 -1.33305 -0.13 -0.23 -0.08 0.0843
H -1.03389 0.53951 -3.09494 0.06 0.16 -0.22 0.3788
H 0.55797 0.53402 -2.27104 0.15 0.13 -0.32 0.4063
H 1.50838 2.42011 0.76505 0.05 0.03 0.15 0.4934
H 1.64144 1.19823 -0.45901 -0.16 -0.29 -0.03 0.4008
H 2.70070 2.65513 -1.79924 -0.01 0.01 -0.40 0.3477
H 1.25697 3.68571 -1.85201 0.00 0.21 -0.09 0.5656
H 3.15103 5.02969 -0.92316 -0.03 0.23 -0.07 0.3776
H 2.12337 4.54692 0.45748 -0.04 0.38 0.06 0.2984
H 4.50657 2.92740 -0.50625 0.05 -0.07 -0.17 0.1245
H 3.65472 2.76750 1.02206 0.00 -0.10 0.11 0.2920
H 4.40422 5.07703 1.45514 0.04 0.13 -0.04 0.2439
H 5.64162 4.05790 1.34814 0.08 -0.05 -0.09 0.2378
H -1.77043 3.14328 4.26232 0.03 -0.13 0.08 0.8527
H -0.72729 3.65416 2.98308 0.21 -0.06 -0.23 0.7615
H -3.22592 5.25389 3.58323 -0.18 0.11 -0.21 0.4544
H -1.69938 5.81379 2.87490 -0.19 -0.03 -0.41 0.3910
H -2.09025 4.89786 5.72757 -0.06 -0.03 0.16 0.2961
H -2.01826 6.57406 5.23990 -0.09 0.17 0.01 0.4616
H 0.27735 6.51128 5.07735 0.11 0.11 -0.02 0.3504
H 0.33878 4.91123 4.39663 -0.03 -0.25 -0.09 0.2778
H 0.84065 3.27088 5.58911 -0.23 0.23 -0.48 0.3073
H -3.64264 3.36891 4.68642 -0.07 0.39 0.07 -0.4834
H -5.32301 3.08039 4.29172 -0.14 0.12 0.04 0.7455
H -5.09913 1.16368 5.59172 -0.02 0.02 0.22 0.2853
H -4.03282 0.51642 4.37799 0.09 -0.17 -0.07 0.3837
H -3.17412 2.09374 6.54141 -0.01 -0.06 0.11 0.3588
H -7.35074 1.66116 1.81979 0.08 0.24 -0.01 0.1420
H -6.45311 1.42506 3.79892 0.04 0.42 -0.05 0.1350
H -4.61965 0.43832 -1.31285 0.24 0.06 -0.11 0.4565
H -5.58451 -0.15658 0.01115 -0.14 -0.03 0.32 0.5293
C 3.63800 -5.78406 0.14690 -0.04 0.07 0.01 -0.9192
O 2.25705 -6.01287 -0.07043 0.07 -0.11 0.00 -0.1892
C 1.98442 -6.76233 -1.24305 -0.15 0.15 0.07 -0.1106
C 1.74098 -8.22630 -0.94517 0.11 -0.15 -0.09 -0.5825
O 2.89114 -8.86635 -0.41940 0.02 0.13 0.06 -0.3807
C 2.87942 -8.98552 0.99272 -0.01 -0.06 -0.02 -0.6549
H 3.76241 -5.48484 1.18679 -0.04 0.03 -0.01 0.2231
H 4.23192 -6.68174 -0.03533 0.00 -0.01 -0.01 0.4899
H 3.99931 -4.97557 -0.49893 0.04 -0.03 -0.01 0.2918
H 2.79815 -6.65195 -1.96682 0.03 -0.04 0.00 0.3929
H 1.07642 -6.34381 -1.68980 0.01 -0.01 -0.02 -0.0304
H 1.48735 -8.73432 -1.88069 -0.03 0.01 0.00 0.3745
H 0.89445 -8.33706 -0.26028 -0.01 0.04 0.02 0.3284
H 2.23388 -9.81444 1.30218 -0.02 0.03 0.03 0.3187
H 2.54009 -8.06700 1.47576 -0.01 0.01 -0.01 0.2410
H 3.89795 -9.19673 1.31446 0.01 -0.03 -0.04 0.2448
C -1.70043 -5.41776 -3.49232 0.03 0.02 0.11 -0.8785
O -2.00283 -4.04245 -3.32795 0.00 -0.05 -0.15 -0.2078
C -1.89902 -3.30263 -4.53647 -0.03 0.10 0.24 -0.2912
C -3.24965 -3.08130 -5.18324 -0.03 -0.04 -0.22 -0.6316
O -3.85091 -4.29495 -5.59956 0.07 -0.06 0.13 -0.3960
C -4.81570 -4.79388 -4.68878 -0.04 0.02 -0.05 -0.6910
H -2.09611 -5.94803 -2.62709 0.02 0.03 0.03 0.2441
H -2.15562 -5.82749 -4.39570 -0.01 0.01 -0.01 0.4407
H -0.61568 -5.56928 -3.53427 -0.01 -0.03 -0.05 0.2716
H -1.21628 -3.79823 -5.23321 -0.03 -0.03 -0.03 0.3377
H -1.47157 -2.32669 -4.28451 0.00 0.01 -0.05 0.2859
H -3.11046 -2.46624 -6.07750 0.00 0.03 0.03 0.3864
H -3.91201 -2.53971 -4.50050 0.02 0.01 0.04 0.3192
H -5.76005 -4.24952 -4.79459 0.00 0.01 0.05 0.3257
H -4.47413 -4.72197 -3.65421 0.02 0.01 0.00 0.2732
H -4.98709 -5.84152 -4.93076 0.00 0.01 -0.05 0.2547
C 6.63721 2.50730 -3.01234 0.01 0.00 0.24 -0.9083
O 5.28209 2.64951 -3.40353 0.15 -0.02 -0.17 -0.3063
C 5.05694 3.82841 -4.16192 -0.26 -0.04 0.15 -0.2879
C 5.00193 3.55337 -5.64900 0.13 0.10 -0.12 -0.7356
O 6.23991 3.08231 -6.15458 0.00 -0.06 0.13 -0.3754
C 6.29758 1.67451 -6.29746 0.00 0.02 -0.06 -0.6851
H 6.79429 1.47458 -2.70307 -0.08 0.00 0.02 0.2580
H 7.33139 2.73728 -3.82273 -0.06 0.01 -0.06 0.4345
H 6.84778 3.16800 -2.16359 0.09 -0.01 -0.02 0.3118
H 5.82252 4.57732 -3.93864 0.03 0.00 -0.04 0.3691
H 4.09155 4.23634 -3.84447 0.00 0.03 -0.03 0.3251
H 4.77715 4.49001 -6.16776 -0.04 -0.01 0.01 0.3949
H 4.20103 2.84177 -5.87370 -0.02 -0.02 0.03 0.3385
H 5.76785 1.35850 -7.20277 -0.02 -0.03 0.03 0.3205
H 5.87059 1.16024 -5.43385 0.00 0.01 0.01 0.2816
H 7.34576 1.39470 -6.39029 0.01 0.03 -0.03 0.2446
```
Positions in Å, forces in eV/Å.

Output
- Largest force on an atom: 0.025 Eh/bohr
- Frontier orbital gap: 7.72 eV
- Multiplicity: 1
- HOMO: -8.9 eV
- LUMO level: -1.186 eV